Entry from the Open Molecules 2025 dataset: a cluster of 3 separate species, C2H11N2O2 in total (ωB97M-V/def2-TZVPD).

```
17
Properties=species:S:1:pos:R:3
C -1.996 -0.005 0.527
C -1.394 0.036 -0.674
N 0.088 -0.113 -0.701
N -1.280 -0.002 1.693
H -3.038 -0.220 0.714
H -1.692 0.379 -1.651
H 0.366 -0.593 0.158
H 0.564 0.799 -0.742
H 0.346 -0.672 -1.493
H -1.643 -0.351 2.548
H -0.380 0.404 1.771
H 4.129 -2.718 0.328
H 3.434 -2.678 -0.986
O 3.400 -3.161 -0.155
H -0.809 2.446 -0.124
H -0.051 3.698 -0.577
O -0.044 2.750 -0.636
```

- Energy relative to the best compared isomer or geometry (same formula, charge and spin): 1.982 eV
- Total charge: +1
- Frontier orbital gap: 10.128 eV
- 2S+1: 1

Here are the natural (NBO) charges for atoms 1 to 5, given in e: 0.047 -0.216 -0.694 -0.797 0.249


Entry from the Open Molecules 2025 dataset: a cluster of 3 separate species, C2H11N2O2 in total (ωB97M-V/def2-TZVPD).

```
17
Properties=species:S:1:pos:R:3
C 0.075 -0.606 1.383
C -1.227 -0.806 1.799
N -1.947 0.231 2.244
N 0.774 -1.708 0.682
H 0.767 0.201 1.592
H -1.535 -1.799 2.123
H -2.675 -0.056 2.902
H -2.369 0.878 1.561
H 0.649 -2.603 1.157
H 0.488 -1.878 -0.315
H 1.766 -1.453 0.598
H 0.901 -0.397 -2.042
H 1.444 -1.451 -3.010
O 1.438 -1.203 -2.077
H 0.382 3.532 -3.604
H 1.001 4.206 -2.386
O 0.349 3.546 -2.642
```

- ⟨S²⟩: 0.7788
- Energy relative to the best compared isomer or geometry (same formula, charge and spin): 2.018 eV
- Total charge: +2
- Frontier orbital gap (alpha / beta): 6.351 / 3.286 eV
- 2S+1: 2

Here are the natural (NBO) charges for atoms 1 to 5, given in e: 0.166 0.075 -0.491 -0.743 0.287


Entry from the Open Molecules 2025 dataset: the ion C2H11N2Si2 with charge +1 (ωB97M-V/def2-TZVPD).

```
17
Properties=species:S:1:pos:R:3
C -1.430 -0.614 -0.852
C 1.004 -0.365 -1.315
N 0.668 0.839 1.746
N -0.124 -0.113 -0.388
Si 0.458 -0.786 1.278
Si -0.091 1.730 0.543
H -1.600 -1.592 -0.438
H -2.285 0.167 -0.650
H -1.500 -0.803 -1.923
H 1.338 -1.362 -1.400
H 0.748 0.104 -2.239
H 1.884 0.108 -0.872
H 0.656 1.128 2.748
H 1.767 -1.349 1.132
H -0.489 -1.649 1.937
H -1.581 1.577 0.589
H 0.576 2.981 0.103
```

- Energy relative to the best compared isomer or geometry (same formula, charge and spin): 0.131 eV
- Total charge: +1
- Frontier orbital gap: 10.746 eV
- 2S+1: 1

Here are the natural (NBO) charges for atoms 1 to 5, given in e: -0.444 -0.424 -1.526 -0.832 1.520


Entry from the Open Molecules 2025 dataset: a cluster of 2 separate species, C2H11N3O in total (ωB97M-V/def2-TZVPD).

```
17
Properties=species:S:1:pos:R:3
N -1.078 0.770 2.023
C 0.203 1.416 2.594
N 1.387 0.544 2.440
H -0.795 0.055 1.210
H -1.601 0.147 2.652
H 0.444 2.307 1.983
H 0.103 1.543 3.794
H 1.714 -0.005 3.315
H 2.172 0.922 1.990
N 0.195 0.043 -2.484
C -0.526 -1.000 -3.230
O -0.310 -2.184 -2.542
H -0.180 0.486 -1.639
H 1.093 -0.416 -2.130
H -1.623 -0.888 -3.251
H -0.052 -1.043 -4.204
H -1.147 -2.698 -2.522
```

- Energy relative to the best compared isomer or geometry (same formula, charge and spin): 1.414 eV
- Total charge: 0
- Frontier orbital gap: 9.859 eV
- 2S+1: 1
- Structure (SMILES): NCN.NCO

Here are the natural (NBO) charges for atoms 1 to 5, given in e: -0.874 -0.054 -0.884 0.359 0.358


Entry from the Open Molecules 2025 dataset: a cluster of 3 separate species, C2H11N3O2 in total (ωB97M-V/def2-TZVPD).

```
18
Properties=species:S:1:pos:R:3
C 0.375 -0.782 -0.509
N 0.046 0.266 0.471
C -1.230 0.550 0.751
N -1.283 1.477 1.844
N -2.178 -0.057 0.283
H 1.047 -1.502 -0.008
H -0.508 -1.392 -0.721
H 0.896 -0.360 -1.401
H 0.732 0.560 1.152
H -0.613 1.340 2.625
H -1.851 2.278 1.833
H -3.109 0.352 0.334
H 4.440 -0.803 -0.482
H 4.133 -1.204 0.713
O 3.717 -0.577 0.085
H -1.906 0.397 -1.673
H -1.151 -0.706 -2.682
O -1.557 0.162 -2.615
```

- ⟨S²⟩: 0.7669
- Energy relative to the best compared isomer or geometry (same formula, charge and spin): 1.706 eV
- Total charge: +1
- Frontier orbital gap (alpha / beta): 11.537 / 6.142 eV
- 2S+1: 2

Here are the natural (NBO) charges for atoms 1 to 5, given in e: -0.459 -0.378 0.540 -0.792 -0.387


Entry from the Open Molecules 2025 dataset: a structure of composition C2H11N3P (ωB97M-V/def2-TZVPD).

```
17
Properties=species:S:1:pos:R:3
C 1.789 0.250 -0.566
C 0.363 -0.041 -0.288
N 2.095 1.506 -0.050
N -2.238 0.690 0.043
N -0.056 -1.095 0.383
P -0.732 1.457 -0.149
H 1.895 0.249 -1.637
H 2.471 -0.542 -0.260
H 1.992 1.623 0.958
H 2.653 2.308 -0.444
H -2.582 0.865 0.948
H -2.987 1.039 -0.516
H -1.067 -1.163 0.737
H -1.429 -3.384 0.532
H 0.471 -1.887 0.721
H -1.660 -3.664 1.224
H -0.979 1.787 -1.634
```

- Energy relative to the best compared isomer or geometry (same formula, charge and spin): 1.602 eV
- Total charge: +1
- Frontier orbital gap: 8.240 eV
- 2S+1: 1

Here are the natural (NBO) charges for atoms 1 to 5, given in e: -0.314 0.182 -0.852 -1.162 -0.661


Entry from the Open Molecules 2025 dataset: the ion C2H11N5 with charge +2 (ωB97M-V/def2-TZVPD).

```
18
Properties=species:S:1:pos:R:3
C -0.892 0.966 -0.804
N -0.434 -0.293 -0.249
N -0.809 -1.402 -1.064
C 1.208 -0.214 0.174
N 1.986 -0.622 -0.811
N 1.634 0.129 1.298
N 0.962 0.464 2.484
H -1.970 1.056 -0.640
H -0.406 1.787 -0.284
H -0.681 1.074 -1.872
H -0.540 -1.344 -2.071
H -0.461 -2.291 -0.665
H -1.852 -1.442 -1.046
H 2.987 -0.628 -0.649
H 1.718 -0.582 -1.783
H 1.187 1.453 2.718
H -0.069 0.337 2.475
H 1.381 -0.113 3.240
```

- Energy relative to the best compared isomer or geometry (same formula, charge and spin): 4.666 eV
- Total charge: +2
- Frontier orbital gap: 11.566 eV
- 2S+1: 1
- Structure (SMILES): CN([NH3+])/C(N)=N\[NH3+]

Here are the natural (NBO) charges for atoms 1 to 5, given in e: -0.465 -0.320 -0.528 0.635 -0.772


Entry from the Open Molecules 2025 dataset: a cluster of 3 separate species, C2H11NO2S in total (ωB97M-V/def2-TZVPD).

```
17
Properties=species:S:1:pos:R:3
N 2.493 1.376 0.008
C 1.073 1.736 -0.097
C 0.196 1.008 -1.197
S -1.516 1.296 -1.603
H 2.900 1.610 0.942
H 3.068 1.897 -0.680
H 0.495 1.401 0.874
H 0.842 2.857 -0.167
H 0.400 -0.048 -1.164
H 0.742 1.298 -2.131
H -2.201 0.616 -0.657
O -0.576 -2.387 -0.131
H -0.959 -1.584 -0.040
H -0.788 -2.667 -0.953
O -2.098 -2.435 2.397
H -1.544 -2.812 1.693
H -2.526 -3.161 2.908
```

- Energy relative to the best compared isomer or geometry (same formula, charge and spin): 1.215 eV
- Total charge: 0
- Frontier orbital gap: 9.899 eV
- 2S+1: 1
- Structure (SMILES): NCCS.O.O

Here are the natural (NBO) charges for atoms 1 to 5, given in e: -0.845 -0.220 -0.570 -0.008 0.375


Entry from the Open Molecules 2025 dataset: a cluster of 4 separate species, C2H11NO3 in total (ωB97M-V/def2-TZVPD).

```
17
Properties=species:S:1:pos:R:3
C -2.504 -0.094 -0.582
C -1.279 -0.612 -0.454
N -0.727 -1.242 0.639
H -3.186 -0.286 0.254
H -2.887 0.623 -1.291
H -0.563 -0.424 -1.251
H -1.405 -1.552 1.318
H -0.044 -1.966 0.414
H 1.609 -1.702 -1.407
H 1.954 -2.795 -0.407
O 1.347 -2.614 -1.146
H 0.690 0.525 0.703
H 2.311 0.757 0.720
O 1.495 0.604 0.194
H 0.293 3.724 0.889
H 1.691 3.105 0.719
O 1.206 3.949 0.688
```

- ⟨S²⟩: 0.7504
- Energy relative to the best compared isomer or geometry (same formula, charge and spin): 0.127 eV
- Total charge: -1
- Frontier orbital gap (alpha / beta): 3.147 / 8.949 eV
- 2S+1: 2

Here are the natural (NBO) charges for atoms 1 to 5, given in e: -0.573 -0.008 -0.872 0.162 0.201


Entry from the Open Molecules 2025 dataset: a cluster of 5 separate species, C2H11NO3 in total (ωB97M-V/def2-TZVPD).

```
17
Properties=species:S:1:pos:R:3
C 2.472 0.549 -2.829
C 1.397 0.748 -1.929
N 0.145 1.683 -0.694
H 3.434 0.978 -2.785
H 2.189 -0.120 -3.671
H 0.419 0.284 -2.364
H -0.561 1.943 -1.378
H 0.833 2.393 -0.652
H 0.047 0.175 -0.546
H 0.517 -1.270 -0.463
O -0.329 -0.845 -0.234
H -1.306 0.352 2.202
H -0.618 -0.724 1.405
O -1.072 -0.610 2.235
H -1.822 -1.699 3.487
H -3.305 -1.982 3.920
O -2.439 -1.856 4.296
```

- ⟨S²⟩: 0.7579
- Energy relative to the best compared isomer or geometry (same formula, charge and spin): 7.370 eV
- Total charge: +1
- Frontier orbital gap (alpha / beta): 9.822 / 3.184 eV
- 2S+1: 2

Here are the natural (NBO) charges for atoms 1 to 5, given in e: -0.346 -0.131 -0.813 0.224 0.253


Entry from the Open Molecules 2025 dataset: a cluster of 4 separate species, C2H11NO4 in total (ωB97M-V/def2-TZVPD).

```
18
Properties=species:S:1:pos:R:3
C -0.893 -0.863 -0.883
C 0.350 -0.408 0.037
N 0.144 0.915 0.514
O 1.287 -1.073 0.374
H -1.693 -0.987 -0.256
H -0.539 -1.670 -1.505
H -1.068 -0.163 -1.635
H -0.564 1.405 -0.126
H 0.703 1.258 1.250
H 2.649 -0.200 0.350
H 3.974 -0.097 -0.450
O 3.647 -0.153 0.464
H -5.493 -1.443 -0.898
H -5.443 -1.913 -2.282
O -5.683 -0.999 -1.819
H 3.038 1.369 1.817
H 2.929 3.003 2.562
O 2.655 2.021 2.484
```

- ⟨S²⟩: 0.7504
- Energy relative to the best compared isomer or geometry (same formula, charge and spin): 1.583 eV
- Total charge: -1
- Frontier orbital gap (alpha / beta): 2.177 / 10.035 eV
- 2S+1: 2

Here are the natural (NBO) charges for atoms 1 to 5, given in e: -1.013 0.661 -0.895 -0.651 0.218


Entry from the Open Molecules 2025 dataset: a cluster of 4 separate species, C2H11NO4 in total (ωB97M-V/def2-TZVPD).

```
18
Properties=species:S:1:pos:R:3
O 0.489 0.137 -1.040
C 1.255 0.094 -0.109
C 1.424 -1.174 0.778
N 0.489 -0.960 1.901
H 1.923 0.930 0.250
H 1.158 -2.145 0.259
H 2.506 -1.178 1.131
H -0.425 -1.313 1.784
H 0.940 -0.946 2.759
H -1.212 -3.116 -0.772
H -0.710 -2.006 -1.434
O -0.384 -2.651 -0.802
H -1.191 2.509 -0.683
H 0.012 3.437 -1.225
O -0.878 3.406 -0.861
H -1.673 0.286 -0.405
H -1.249 0.805 0.991
O -1.673 1.101 0.206
```

- ⟨S²⟩: 0.7601
- Energy relative to the best compared isomer or geometry (same formula, charge and spin): 2.592 eV
- Total charge: +1
- Frontier orbital gap (alpha / beta): 8.278 / 4.080 eV
- 2S+1: 2

Here are the natural (NBO) charges for atoms 1 to 5, given in e: -0.333 0.447 -0.365 -0.461 0.230


Entry from the Open Molecules 2025 dataset: a cluster of 4 separate species, C2H11NO5 in total (ωB97M-V/def2-TZVPD).

```
19
Properties=species:S:1:pos:R:3
O -0.980 0.040 -0.346
C -0.461 -0.330 0.679
N 0.192 0.495 1.563
C 0.467 1.871 1.160
O 0.859 2.489 2.401
H -0.489 -1.377 1.032
H 0.672 0.150 2.371
H 1.331 1.954 0.494
H -0.324 2.452 0.710
H 0.162 3.047 2.714
O 1.756 -2.634 -1.988
H 2.421 -2.620 -2.668
H 2.333 -2.932 -1.257
O -1.051 2.769 -1.584
H -1.872 2.309 -1.358
H -0.485 2.005 -1.659
O -1.436 -3.092 -0.484
H -2.128 -3.755 -0.506
H -0.967 -2.842 -1.275
```

- Energy relative to the best compared isomer or geometry (same formula, charge and spin): 1.259 eV
- Total charge: 0
- Frontier orbital gap: 10.389 eV
- 2S+1: 1
- Structure (SMILES): O=CNCO.O.O.O

Here are the natural (NBO) charges for atoms 1 to 5, given in e: -0.643 0.536 -0.640 0.082 -0.732